1.
ORCA calculation (ωB97M-V with the def2-TZVPD basis set) on C46H60N5O29PY as an isolated structure at a distorted geometry.

Summary:
Kohn-Sham gap (alpha / beta) = 0.1833 / 0.1014 Ha
Spin multiplicity = 2
Energy relative to the best compared isomer or geometry (same formula, charge and spin) = 45.0 kJ/mol
E_HOMO (alpha / beta) = -0.47186 / -0.47183 Ha
Maximum force = 5.7 eV/Å
Net charge = +2
Molar mass = 1266.9 u

Geometry (Å):
C  1.05  5.28  0.79
C  2.00  4.22  0.22
C  3.47  4.63  0.04
O  4.20  3.67  -0.71
C  5.61  3.86  -0.79
N  1.96  2.93  1.08
H  1.13  2.37  0.99
H  2.57  2.18  0.77
H  2.34  3.08  2.01
H  1.32  5.59  1.80
H  0.03  4.88  0.79
H  0.97  6.18  0.18
H  1.55  3.87  -0.71
H  3.96  4.94  0.96
H  3.58  5.53  -0.57
H  6.08  3.10  -1.41
H  6.02  3.81  0.22
H  5.82  4.80  -1.31
Y  0.46  -1.75  -1.93
P  0.08  -0.18  0.12
O  -0.30  0.22  -1.39
O  -0.03  0.73  1.29
O  1.50  -0.72  -0.26
O  -0.53  -1.58  0.05
C  -2.02  -4.77  -1.56
O  -1.13  -3.88  -1.66
N  -3.17  -4.62  -0.86
C  -4.31  -5.59  -1.05
C  -3.37  -3.49  0.08
H  -1.96  -5.69  -2.16
H  -4.55  -6.18  -0.16
H  -4.01  -6.36  -1.76
H  -5.19  -5.06  -1.41
H  -3.39  -3.75  1.14
H  -2.64  -2.70  -0.07
H  -4.37  -3.06  -0.04
C  -2.74  -1.80  -3.62
O  -1.59  -1.59  -3.16
N  -3.00  -1.61  -4.94
C  -4.36  -1.17  -5.36
C  -1.90  -1.38  -5.87
H  -3.60  -2.17  -3.04
H  -4.29  -0.13  -5.68
H  -5.00  -1.09  -4.48
H  -4.84  -1.87  -6.04
H  -0.96  -1.60  -5.37
H  -1.89  -2.04  -6.74
H  -2.05  -0.31  -5.99
C  1.34  -4.08  0.55
O  1.38  -3.66  -0.58
N  1.30  -5.39  0.95
C  1.36  -5.70  2.38
C  1.28  -6.51  0.06
H  1.36  -3.41  1.42
H  1.67  -4.81  2.91
H  2.13  -6.47  2.49
H  0.43  -6.06  2.81
H  0.48  -7.20  0.30
H  1.00  -6.18  -0.94
H  2.30  -6.90  0.06
C  1.02  0.66  -4.30
O  0.75  -0.51  -3.93
N  1.85  1.45  -3.63
C  1.96  2.84  -3.95
C  2.55  1.06  -2.48
H  0.61  1.10  -5.22
H  2.06  3.57  -3.15
H  1.38  3.22  -4.79
H  2.94  2.91  -4.43
H  2.22  1.59  -1.59
H  2.65  0.01  -2.21
H  3.56  1.41  -2.70
C  -1.80  2.31  -3.60
C  -1.04  3.06  -2.76
C  -0.76  4.51  -2.92
O  -0.03  5.14  -2.16
C  -1.31  5.08  -4.18
C  -2.07  4.35  -5.05
C  -2.39  2.84  -4.82
O  -3.02  2.21  -5.63
O  -2.69  4.87  -6.15
O  -0.61  2.54  -1.60
H  -2.12  1.34  -3.26
H  -1.27  6.13  -4.42
H  -3.36  4.35  -6.60
H  -0.53  1.59  -1.72
C  -2.45  -1.33  2.74
C  -1.49  -2.11  3.16
C  -1.41  -2.67  4.47
O  -0.53  -3.44  4.89
C  -2.42  -2.18  5.33
C  -3.53  -1.45  4.94
C  -3.58  -0.91  3.57
O  -4.45  -0.07  3.21
O  -4.49  -1.06  5.83
O  -0.47  -2.47  2.33
H  -2.44  -0.89  1.75
H  -2.21  -2.32  6.38
H  -5.18  -0.58  5.38
H  -0.63  -2.11  1.45
C  4.03  -1.56  1.61
C  4.27  -0.23  1.50
C  5.39  0.47  2.18
O  5.71  1.63  1.93
C  6.24  -0.34  2.99
C  6.01  -1.60  3.17
C  4.91  -2.43  2.46
O  4.76  -3.64  2.49
O  6.92  -2.33  3.90
O  3.66  0.56  0.58
H  3.24  -2.12  1.14
H  7.02  0.26  3.44
H  6.63  -3.23  4.07
H  2.88  0.10  0.29
C  1.81  0.90  6.79
C  2.39  -0.27  6.48
C  2.27  -0.94  5.13
O  2.81  -2.01  4.84
C  1.54  -0.10  4.17
C  0.84  0.96  4.57
C  0.92  1.62  5.92
O  0.36  2.65  6.19
O  0.19  1.73  3.60
O  3.46  -0.73  7.16
H  2.09  1.37  7.73
H  1.59  -0.51  3.17
H  0.16  1.27  2.76
H  3.65  -0.23  7.95
C  -4.62  3.28  -1.41
C  -4.98  2.05  -1.79
C  -4.41  0.83  -1.17
O  -4.69  -0.33  -1.39
C  -3.30  1.12  -0.20
C  -3.03  2.38  0.21
C  -3.70  3.62  -0.30
O  -3.58  4.75  0.20
O  -2.09  2.62  1.14
O  -5.82  1.90  -2.86
H  -5.02  3.98  -2.13
H  -2.81  0.21  0.11
H  -1.41  1.94  1.11
H  -6.09  0.99  -2.77


2.
ORCA calculation (ωB97M-V with the def2-TZVPD basis set) on a 3-piece molecular cluster, C6H11NO overall at a distorted geometry.

Summary:
Kohn-Sham gap (alpha / beta) = 0.2795 / 0.2946 Ha
Energy relative to the best compared isomer or geometry (same formula, charge and spin) = 706.5 kJ/mol
E_HOMO (alpha / beta) = -0.24539 / -0.26024 Ha
Maximum force = 2.8 eV/Å
Net charge = 0
Molar mass = 113.2 u

Geometry (Å):
C  -1.98  1.30  0.76
C  1.79  1.11  0.64
C  -0.92  -1.49  -1.06
N  -0.94  1.44  -0.23
C  0.87  0.15  0.04
C  -0.03  -0.48  -0.52
C  2.00  -1.75  -0.16
O  1.73  -2.90  -0.37
H  -1.33  1.48  -1.17
H  3.05  -1.46  0.14
H  -2.55  0.36  0.69
H  -1.56  1.34  1.76
H  -2.73  2.10  0.71
H  1.83  2.01  0.03
H  2.79  0.69  0.71
H  1.44  1.39  1.64
H  -1.78  -1.62  -0.40
H  -0.41  -2.45  -1.15
H  -1.27  -1.22  -2.06


3.
ORCA calculation (ωB97M-V with the def2-TZVPD basis set) on C28H43AsF3N2O3PS2Ta as an isolated structure at a distorted geometry.

Summary:
Kohn-Sham gap (alpha / beta) = 0.2441 / 0.2470 Ha
Spin multiplicity = 2
Energy relative to the best compared isomer or geometry (same formula, charge and spin) = 63.9 kJ/mol
E_HOMO (alpha / beta) = -0.47813 / -0.50300 Ha
Maximum force = 1.2 eV/Å
Net charge = +2
Molar mass = 863.6 u

Geometry (Å):
Ta  -0.62  -0.10  -0.25
C  -0.72  2.44  3.08
C  -1.69  1.35  3.44
C  -2.72  1.61  4.34
C  -3.58  0.60  4.74
C  -3.41  -0.69  4.27
C  -2.39  -0.98  3.37
C  -2.14  -2.40  2.94
C  -1.57  0.06  2.93
N  -0.51  -0.22  1.98
C  0.64  -0.60  2.52
C  0.89  -0.80  3.98
C  1.71  -0.75  1.59
C  3.09  -1.12  2.02
N  1.36  -0.49  0.33
C  2.45  -0.21  -0.60
C  2.76  -1.12  -1.61
C  2.03  -2.42  -1.77
C  3.81  -0.82  -2.47
C  4.55  0.34  -2.31
C  4.24  1.22  -1.29
C  3.18  0.96  -0.41
C  2.93  1.95  0.70
H  -1.05  3.40  3.48
H  -0.60  2.56  2.01
H  0.27  2.24  3.50
H  -2.83  2.61  4.74
H  -4.38  0.82  5.44
H  -4.06  -1.48  4.60
H  -3.04  -3.00  3.05
H  -1.36  -2.86  3.57
H  -1.80  -2.44  1.91
H  -0.03  -0.73  4.56
H  1.58  -0.04  4.35
H  1.35  -1.77  4.16
H  3.06  -2.03  2.63
H  3.51  -0.34  2.66
H  3.75  -1.28  1.18
H  1.71  -2.82  -0.80
H  2.67  -3.16  -2.24
H  1.14  -2.30  -2.39
H  4.07  -1.52  -3.25
H  5.37  0.56  -2.98
H  4.83  2.12  -1.15
H  2.89  2.96  0.31
H  3.75  1.92  1.43
H  2.00  1.77  1.24
C  -2.44  4.32  -4.44
C  -2.48  3.83  -3.02
O  -2.02  2.43  -2.95
P  -0.60  2.01  -2.51
S  -0.37  0.04  -2.77
S  -0.30  2.32  -0.51
O  0.37  2.89  -3.36
C  1.83  2.77  -3.28
C  2.42  4.11  -3.62
H  -2.86  5.32  -4.48
H  -3.03  3.67  -5.09
H  -1.41  4.36  -4.82
H  -3.49  3.79  -2.63
H  -1.86  4.43  -2.35
H  2.11  2.00  -3.99
H  2.09  2.45  -2.28
H  2.11  4.44  -4.61
H  3.51  4.03  -3.62
H  2.14  4.87  -2.89
F  -2.96  0.28  -1.10
C  -2.73  0.11  0.28
F  -3.23  1.19  0.87
F  -3.48  -0.94  0.64
C  -3.23  -3.96  -0.48
As  -1.36  -3.66  -0.73
C  -0.30  -4.54  0.60
C  -0.90  -4.25  -2.48
O  -1.07  -1.98  -0.63
H  -3.37  -5.04  -0.39
H  -3.75  -3.59  -1.36
H  -3.57  -3.45  0.41
H  0.25  -5.35  0.13
H  -0.95  -4.94  1.37
H  0.38  -3.82  1.03
H  -1.44  -5.19  -2.65
H  0.17  -4.41  -2.57
H  -1.24  -3.51  -3.20


4.
ORCA calculation (ωB97M-V with the def2-TZVPD basis set) on C37H62F6NO20PRb as an isolated structure at a distorted geometry.

Summary:
Kohn-Sham gap = 0.1676 Ha
E_HOMO = -0.11984 Ha
Maximum force = 19.2 eV/Å
Net charge = -1
Molar mass = 1071.3 u

Geometry (Å):
Rb  3.03  0.04  -0.45
C  4.05  -3.94  -3.27
C  3.95  -2.63  -2.43
C  3.04  -1.64  -3.20
C  1.59  -2.00  -3.13
C  1.13  -2.06  -1.65
C  1.92  -3.15  -0.78
N  3.37  -2.84  -1.05
O  4.37  -3.41  -0.11
C  1.40  -4.43  -1.09
C  1.48  -2.66  0.65
C  5.32  -1.86  -2.51
H  4.52  -3.74  -4.23
H  3.05  -4.29  -3.53
H  4.57  -4.76  -2.79
H  3.24  -1.85  -4.25
H  3.35  -0.60  -3.34
H  1.34  -3.00  -3.47
H  1.04  -1.31  -3.77
H  0.09  -2.38  -1.56
H  1.11  -1.00  -1.37
H  1.98  -5.11  -0.45
H  1.61  -4.90  -2.05
H  0.33  -4.57  -0.95
H  1.88  -1.65  0.72
H  1.87  -3.20  1.51
H  0.41  -2.84  0.78
H  5.70  -1.82  -3.53
H  6.06  -2.38  -1.90
H  5.26  -0.88  -2.03
P  0.23  0.48  0.39
F  1.07  1.91  0.58
F  -0.31  0.38  1.88
F  -1.21  1.15  -0.02
F  -0.48  -0.92  0.10
F  0.59  0.53  -1.14
F  1.61  -0.28  0.63
C  -2.16  -0.27  3.77
C  -1.26  0.18  4.87
C  0.13  0.18  4.09
O  0.08  -1.04  3.37
C  -1.29  -1.35  3.08
H  -2.50  0.44  3.02
H  -3.06  -0.73  4.18
H  -1.22  -0.40  5.79
H  -1.47  1.19  5.22
H  0.99  0.29  4.76
H  0.26  1.01  3.40
H  -1.54  -2.29  3.57
H  -1.39  -1.33  2.00
C  -1.24  -2.39  0.41
C  -1.91  -3.66  -0.03
C  -0.90  -4.78  -0.20
O  -1.41  -5.87  0.61
C  -2.50  -5.54  1.19
O  -3.15  -6.28  1.98
O  -2.72  -4.24  0.99
H  -1.82  -1.56  0.02
H  -0.33  -2.27  -0.17
H  -1.13  -2.40  1.50
H  -2.59  -3.44  -0.86
H  0.03  -4.46  0.26
H  -0.80  -4.97  -1.27
C  0.42  3.45  0.18
C  -0.75  4.23  0.87
C  -0.74  5.69  0.54
O  -1.87  5.75  -0.31
C  -2.66  4.70  -0.26
O  -3.80  4.67  -0.74
O  -1.99  3.71  0.29
H  1.39  3.57  0.66
H  0.45  3.71  -0.87
H  0.19  2.38  0.16
H  -0.74  4.00  1.93
H  0.17  5.92  -0.02
H  -0.85  6.27  1.45
C  -1.22  -0.89  -2.13
C  -2.67  -1.15  -2.46
C  -3.47  -1.01  -1.16
O  -4.57  -0.27  -1.57
C  -4.36  0.28  -2.77
O  -5.08  1.09  -3.37
O  -3.16  -0.06  -3.18
H  -0.64  -1.68  -1.66
H  -0.87  -0.05  -1.54
H  -0.93  -0.81  -3.18
H  -2.72  -2.11  -2.98
H  -2.98  -0.47  -0.35
H  -3.79  -1.98  -0.79
C  -3.97  1.84  0.60
C  -3.12  1.51  1.79
C  -1.66  1.64  1.63
O  -1.26  2.49  2.77
C  -2.38  3.06  3.30
O  -2.49  3.93  4.16
O  -3.41  2.50  2.73
H  -5.04  1.78  0.79
H  -3.70  1.10  -0.16
H  -3.83  2.79  0.09
H  -3.22  0.52  2.24
H  -1.41  2.22  0.74
H  -1.32  0.61  1.67
C  0.37  3.68  -2.40
C  0.97  2.23  -2.51
C  0.17  1.16  -3.10
O  1.01  0.54  -3.90
C  2.11  1.32  -4.19
O  3.01  1.11  -4.96
O  2.10  2.39  -3.39
H  -0.50  3.79  -1.75
H  0.06  4.04  -3.39
H  1.23  4.23  -2.03
H  1.15  2.03  -1.45
H  -0.58  1.62  -3.74
H  -0.36  0.53  -2.39
C  3.05  2.65  1.66
C  1.85  2.03  2.43
C  2.01  1.56  3.88
O  0.95  2.28  4.53
C  0.28  3.02  3.75
O  -0.67  3.74  4.05
O  0.81  2.93  2.48
H  3.61  1.93  1.06
H  3.70  3.11  2.41
H  2.65  3.43  1.02
H  1.46  1.17  1.87
H  3.02  1.70  4.26
H  1.92  0.48  3.95


5.
ORCA calculation (ωB97M-V with the def2-TZVPD basis set) on C32H53FN6OS as an isolated structure.

Summary:
Kohn-Sham gap = 0.2835 Ha
E_HOMO = -0.29756 Ha
Maximum force = 0.9 eV/Å
Net charge = 0
Molar mass = 588.9 u

Geometry (Å):
C  -1.11  -2.37  -3.86
C  -1.86  -1.40  -2.92
C  -0.97  -0.39  -2.25
C  -0.19  -0.78  -1.10
C  -0.16  -2.21  -0.63
F  -0.77  -2.32  0.62
C  1.27  -2.81  -0.59
C  1.67  -3.40  0.76
C  0.58  0.10  -0.41
O  1.27  -0.34  0.67
C  1.39  0.45  1.86
C  0.09  0.74  2.61
C  -0.65  1.99  2.12
C  -0.87  -0.44  2.64
C  -0.37  -1.66  3.41
C  -0.33  -1.37  4.92
C  -1.26  -2.87  3.09
C  0.70  1.41  -0.93
N  1.49  2.38  -0.48
S  1.25  3.65  -1.41
N  0.16  3.05  -2.45
C  -0.06  1.79  -2.08
C  -0.92  0.88  -2.73
C  -1.68  1.41  -3.91
C  -0.83  1.52  -5.18
N  -0.06  0.32  -5.48
H  -0.14  -1.99  -4.16
H  -1.70  -2.55  -4.75
H  -0.97  -3.33  -3.39
H  -2.34  -1.98  -2.15
H  -2.66  -0.90  -3.44
H  -0.74  -2.83  -1.28
H  1.33  -3.57  -1.35
H  1.99  -2.05  -0.87
H  2.75  -3.38  0.85
H  1.27  -2.83  1.59
H  1.37  -4.44  0.85
H  2.03  -0.14  2.51
H  1.92  1.37  1.66
H  0.41  0.94  3.63
H  -1.42  2.24  2.84
H  -1.17  1.76  1.20
H  0.01  2.83  1.95
H  -1.13  -0.70  1.62
H  -1.79  -0.10  3.11
H  0.65  -1.88  3.09
H  -1.23  -1.73  5.40
H  -0.26  -0.31  5.14
H  0.53  -1.84  5.39
H  -2.16  -2.55  2.58
H  -1.53  -3.40  3.99
H  -0.74  -3.57  2.45
H  -2.59  0.86  -4.09
H  -1.97  2.43  -3.66
H  -0.16  2.36  -5.03
H  -1.48  1.78  -6.01
H  0.93  0.50  -5.54
H  -0.36  -0.15  -6.31
C  -5.06  5.03  2.49
C  -3.68  4.97  1.83
C  -3.69  4.18  0.52
C  -4.04  2.78  0.72
N  -4.28  1.67  0.91
H  -5.42  4.04  2.75
H  -5.02  5.63  3.40
H  -5.79  5.49  1.82
H  -2.97  4.52  2.52
H  -3.33  5.98  1.62
H  -2.70  4.22  0.05
H  -4.40  4.62  -0.19
C  4.22  6.52  2.76
C  4.43  5.43  1.72
C  3.15  4.64  1.42
C  2.67  3.91  2.59
N  2.29  3.34  3.51
H  3.91  6.10  3.72
H  5.13  7.08  2.92
H  3.44  7.22  2.44
H  5.20  4.74  2.05
H  4.77  5.87  0.79
H  3.33  3.92  0.62
H  2.36  5.31  1.08
C  2.57  -8.11  -2.58
C  1.93  -7.12  -1.62
C  0.56  -6.62  -2.10
C  0.66  -5.87  -3.35
N  0.73  -5.27  -4.32
H  2.75  -7.66  -3.55
H  3.52  -8.47  -2.19
H  1.92  -8.98  -2.73
H  2.59  -6.26  -1.47
H  1.79  -7.58  -0.64
H  0.11  -5.97  -1.35
H  -0.12  -7.46  -2.24


6.
ORCA calculation (ωB97M-V with the def2-TZVPD basis set) on a 2-piece molecular cluster, C2H3I3O overall at a distorted geometry.

Summary:
Kohn-Sham gap = 0.2219 Ha
Energy relative to the best compared isomer or geometry (same formula, charge and spin) = 163.9 kJ/mol
E_HOMO = -0.29721 Ha
Maximum force = 3.8 eV/Å
Net charge = 0
Molar mass = 423.8 u

Geometry (Å):
C  0.90  -0.24  0.15
C  -0.57  -0.43  0.07
O  -1.40  0.22  0.79
I  1.32  1.98  0.61
I  -0.97  0.99  -2.85
I  -1.08  -2.49  -0.02
H  1.36  -0.64  0.96
H  1.42  -0.62  -0.70
H  -0.97  1.22  0.99


7.
ORCA calculation (ωB97M-V with the def2-TZVPD basis set) on C8H8AlN2O4S as an isolated structure at a distorted geometry.

Summary:
Kohn-Sham gap = 0.2452 Ha
Energy relative to the best compared isomer or geometry (same formula, charge and spin) = 0.0 kJ/mol
E_HOMO = -0.75247 Ha
Maximum force = 6.4 eV/Å
Net charge = +3
Molar mass = 255.2 u

Geometry (Å):
Al  0.12  -0.76  -2.64
O  -0.49  2.73  -2.27
C  -0.29  1.60  -2.34
C  2.23  -0.89  -2.85
O  3.37  -1.09  -2.87
C  -1.81  -1.60  -2.86
O  -2.81  -2.18  -2.88
C  0.07  -0.46  -4.74
O  0.05  -0.29  -5.89
S  0.31  -1.82  -0.64
C  0.12  -0.67  0.70
N  -1.10  -0.36  1.16
C  -1.34  0.37  2.41
C  -0.15  1.25  2.73
C  1.16  0.49  2.60
N  1.21  -0.16  1.29
H  -1.86  -0.87  0.73
H  -1.51  -0.35  3.22
H  -2.24  0.96  2.28
H  -0.24  1.63  3.76
H  -0.14  2.12  2.06
H  1.25  -0.26  3.40
H  2.02  1.17  2.66
H  2.09  -0.55  0.97